{
  "formula": "C2H8IN2",
  "method": "the ωB97M-V functional and the def2-TZVPD basis",
  "total_charge": 1,
  "homo_energy_ev": [-11.3, -11.3],
  "de_lowest_kcal_mol": 91.65,
  "energy_ha": -487.8169,
  "e_lumo_ev": [-4.2, -4.2],
  "max_force_ev_per_a": 5.20,
  "gap_ev": [7.14, 7.14],
  "species": ["C", "C", "N", "N", "I", "H", "H", "H", "H", "H", "H", "H", "H"],
  "xyz": [[0.037781, 1.581557, 1.034286], [-0.103023, -1.060229, -0.090963], [1.357870, 1.471543, 1.162141], [-0.598660, -1.557816, -1.398866], [1.989376, -1.264847, 0.129997], [-0.445260, 1.563450, 0.162213], [-0.597187, 1.413202, 1.956742], [-0.649015, -1.408631, 0.851919], [0.232304, -1.200122, -2.025171], [1.634158, 1.359908, 2.118610], [-0.731731, -2.539971, -1.593266], [2.091556, 1.548927, 0.399173], [-1.395877, -1.174915, -1.841109]],
  "atomic_forces_ev_per_a": [[2.797, -2.142, 3.820], [-1.077, 1.107, 2.573], [-1.768, 1.366, -0.885], [3.716, 0.512, -1.640], [-0.432, -0.806, -0.334], [-1.413, 0.711, -3.549], [1.062, 0.446, -1.098], [0.764, -0.190, -1.917], [-1.969, -1.227, 0.913], [0.873, -0.047, 0.179], [0.488, -1.020, 0.373], [-1.606, -0.123, 1.354], [-1.435, 1.413, 0.211]]
}